The following is a quantum chemistry calculation of a 2-piece molecular cluster, C4H11NO overall, from OMol25.

Geometry as XYZ:
```
17
Properties=species:S:1:pos:R:3:nbo_charge:R:1
C 0.1227 -1.5740 0.8266 -0.40
C 0.4243 -2.4005 1.8365 -0.18
C -0.3236 -2.6012 3.1113 -0.66
H 0.5057 -1.0242 0.0291 0.22
H -0.9358 -1.0682 0.9684 0.15
H 1.0619 -3.1897 1.5244 0.19
H 0.4563 -2.9727 3.7939 0.23
H -0.9172 -1.7084 3.5148 0.22
H -1.2015 -3.3264 2.9870 0.22
N -1.1262 2.2500 -2.0482 -0.86
C 0.0596 1.7993 -1.3569 0.10
O 1.1859 1.9824 -2.1247 -0.70
H -1.2176 3.2839 -2.0110 0.35
H -2.0342 1.9132 -1.5986 0.38
H 0.2221 1.9656 -0.2536 0.15
H -0.0814 0.6357 -1.2599 0.12
H 0.8401 2.5410 -2.8644 0.47
```

Its lowest unoccupied orbital energy is 0.9 eV. The electronic energy comes out at -7861.0602 eV. The strongest force on any atom comes out at 0.1095 hartree/bohr. As for the SMILES: C=CC.NCO. For the energy above the lowest of the compared OMol25 structures with the same formula, charge and spin, the calculation gives 337.1 kJ/mol.